125
Properties=species:S:1:pos:R:3:forces:R:3 method="wB97M-V/def2-TZVPD" homo_lumo_gap_ev=5.3 e_above_lowest_ev=0.000 charge=-1 homo_ev=-3.624
Cs 0.091343 -0.658882 0.008011 -0.2 0.1 0.2
C -6.116550 0.125755 1.389991 0.7 -0.7 0.6
C -5.591885 1.459595 0.838818 0.1 -0.2 0.3
C -5.942022 2.598894 1.840276 -0.7 -0.6 -0.5
P -3.810494 1.099022 0.308695 -0.2 -1.5 0.3
C -3.632487 1.820965 -1.393829 0.2 -0.5 0.1
C -3.590031 0.593705 -2.341025 0.5 0.3 -0.2
C -4.666745 2.833360 -1.887990 0.0 -0.4 -1.0
C -2.768528 2.137102 1.326919 1.0 0.1 0.0
C -2.971778 3.480700 1.161523 0.0 1.7 1.0
C -2.344296 4.400936 2.019917 -0.8 0.9 -0.8
C -1.351122 3.971662 2.872463 0.4 0.3 0.6
C -1.094276 2.616974 3.024350 0.4 0.1 0.2
C -1.807595 1.659619 2.295965 -2.2 -0.6 -0.2
N -1.802789 0.306566 2.611248 0.5 0.6 0.2
C -2.040591 0.043502 3.910807 0.6 -1.1 -0.1
C -2.837145 0.860745 4.776501 0.4 0.4 0.2
C -2.656591 0.766712 6.154033 0.2 -0.3 -0.6
C -1.906826 -0.279984 6.708197 -0.3 0.2 -0.1
C -1.439834 -1.296302 5.887130 -0.1 -0.4 0.3
C -1.481868 -1.155830 4.516362 -0.5 0.5 -0.1
P -0.571855 -2.380582 3.584219 0.5 1.3 -1.1
C -1.298262 -4.001749 4.045540 -0.4 -0.1 0.0
C -1.877101 -4.513733 2.692344 0.7 -0.6 0.1
C -2.371515 -4.069561 5.173303 0.8 -0.8 -0.3
C 1.155880 -2.306549 4.340119 -0.4 -0.4 0.1
C 1.350171 -3.113393 5.597363 1.2 0.2 2.1
C 1.643868 -0.862546 4.597600 0.9 -0.4 -0.1
H -7.173898 0.113723 1.598858 -0.6 0.4 0.2
H -5.977838 -0.704674 0.685589 0.3 0.3 0.1
H -5.589184 -0.160833 2.335963 -0.3 0.3 -0.7
H -6.099560 1.607668 -0.122286 -0.1 0.3 0.2
H -5.698137 2.340059 2.866637 0.4 -0.3 0.1
H -5.470176 3.559690 1.647588 -0.2 0.0 -0.2
H -7.049900 2.676677 1.848616 0.5 0.3 -0.1
H -2.633132 2.286040 -1.395103 -0.3 -0.1 0.0
H -4.582869 0.118001 -2.434285 0.4 0.2 0.1
H -3.290858 0.991384 -3.312299 -0.1 -0.3 -0.4
H -2.842830 -0.187461 -2.068487 -0.6 0.7 0.0
H -5.506398 2.272330 -2.366738 0.5 0.6 0.3
H -5.072678 3.447892 -1.100023 -0.1 0.3 0.2
H -4.207170 3.493151 -2.651321 -0.4 -0.3 0.3
H -3.741508 3.861377 0.471076 0.5 -0.3 0.3
H -2.736927 5.436315 2.070987 0.7 -0.6 -0.3
H -0.790248 4.717627 3.466274 -0.5 -0.6 -0.2
H -0.454443 2.285057 3.846688 0.0 0.0 -0.4
H -3.408886 1.685013 4.319356 0.3 -0.4 0.4
H -3.061917 1.525131 6.817600 -0.1 -0.1 -0.1
H -1.663222 -0.256183 7.742377 -0.1 -0.2 0.8
H -1.047744 -2.273855 6.259630 -0.2 1.5 0.1
H -0.442649 -4.626148 4.359716 -0.4 -0.1 -0.4
H -2.797937 -3.999109 2.397603 0.2 0.1 0.1
H -1.127210 -4.384493 1.875169 -0.6 -0.1 0.6
H -2.098700 -5.583311 2.787500 -0.1 0.0 -0.1
H -3.157522 -3.314592 5.060997 0.3 -0.2 0.1
H -2.798229 -5.083528 5.072508 -0.1 0.4 0.3
H -1.890003 -3.994639 6.173580 -0.6 0.0 -0.6
H 1.736233 -2.775091 3.531328 0.2 0.2 0.2
H 0.995089 -2.539763 6.485596 -0.1 -0.4 -0.6
H 0.939557 -4.125915 5.682484 0.0 0.2 -0.4
H 2.435742 -3.197988 5.854715 -0.5 -0.1 -0.4
H 1.317479 -0.493897 5.585240 0.0 -0.2 -0.5
H 2.774257 -0.827362 4.580348 -1.1 0.0 0.0
H 1.265266 -0.189924 3.833335 0.0 0.2 -0.1
O 0.019426 -1.519371 -2.858003 0.9 -1.7 -0.1
H 0.454226 -2.425879 -2.752133 -0.7 2.0 -0.2
H 0.758043 -0.839426 -2.918924 -0.2 -0.3 0.4
O 3.811807 7.129514 4.119067 -0.2 0.5 0.3
H 4.144434 7.464270 4.964196 -0.1 -0.2 -0.2
H 3.083292 7.732364 3.905171 0.2 -0.3 0.0
O -2.953457 -3.829573 -2.223374 0.2 1.9 0.7
C -2.836647 -2.763145 -1.826727 -0.1 -2.0 -0.6
C 4.029051 -4.129791 0.314506 -0.3 -0.4 -1.3
C 2.915878 -5.103159 0.736925 0.2 0.1 0.1
S 1.478875 -5.317498 -0.410286 0.4 1.0 0.0
O 1.117826 -3.898766 -0.800487 0.1 -1.0 -0.2
C 2.309300 -6.210235 -1.826660 0.6 -0.5 0.9
C 1.322126 -7.107984 -2.611728 0.4 1.2 -0.4
H 4.674624 -3.890175 1.160106 -0.1 -0.1 0.0
H 3.529766 -3.209542 -0.028178 0.4 -0.2 0.0
H 4.667209 -4.537416 -0.523316 -0.7 0.4 0.8
H 2.478147 -4.708941 1.670086 -0.2 -0.3 -0.4
H 3.288435 -6.110486 0.921868 0.0 -0.1 0.1
H 3.074584 -6.840493 -1.306264 -0.4 0.5 -0.5
H 2.822892 -5.465257 -2.449521 -0.2 -0.1 0.2
H 1.119523 -8.060104 -2.118783 0.0 0.2 0.0
H 1.729255 -7.289527 -3.628844 -0.2 0.0 0.6
H 0.407404 -6.510287 -2.730858 0.0 -0.5 -0.1
C 4.946418 0.607954 -2.432479 0.4 0.5 -0.6
C 4.297023 0.662389 -3.837641 -0.5 0.8 0.5
C 4.064751 -0.750292 -4.286764 0.2 -0.7 -0.8
C 5.241549 1.424455 -4.807961 0.4 0.1 0.6
Si 2.478216 1.394429 -3.426469 1.2 -0.3 -1.1
O 1.776399 0.442586 -2.352821 -0.1 0.6 -0.5
C 1.576901 1.605294 -5.114265 -0.5 -1.2 1.1
C 2.136869 2.115103 -6.276145 0.8 0.4 -0.4
C 1.430831 2.091505 -7.473334 0.3 1.0 -0.9
C 0.093873 1.705281 -7.548864 0.8 0.0 0.5
C -0.423535 1.126184 -6.410203 -0.1 -0.1 1.1
C 0.286179 1.053532 -5.196095 0.2 0.3 -0.9
C 2.731317 3.213933 -3.041545 -0.1 -0.3 0.9
C 2.133989 3.646870 -1.844433 0.3 0.9 -0.7
C 2.104849 5.010399 -1.558223 0.3 0.0 0.0
C 2.738676 5.923635 -2.399647 -0.7 0.3 0.9
C 3.403331 5.464216 -3.516518 1.0 0.5 -0.8
C 3.401849 4.135352 -3.874571 -0.4 -1.2 0.4
H 5.970287 0.205227 -2.509837 -0.1 0.1 0.1
H 4.394984 -0.028061 -1.758741 -0.3 -0.2 0.2
H 4.980896 1.616926 -1.994710 0.2 -0.2 0.0
H 5.019960 -1.289869 -4.290032 0.0 -0.2 0.0
H 3.626635 -0.863166 -5.297294 0.1 0.3 0.3
H 3.398400 -1.239017 -3.588522 -0.2 -0.3 0.2
H 6.220514 0.904122 -5.019796 -0.9 0.1 0.4
H 5.519678 2.397893 -4.354838 -0.1 -0.4 -0.3
H 4.792556 1.614307 -5.781014 -0.1 -0.1 0.0
H 3.156334 2.580660 -6.255739 -1.2 -0.7 -0.2
H 1.914094 2.466219 -8.388345 -0.2 0.0 0.5
H -0.510965 1.909164 -8.426290 0.2 -0.4 0.0
H -1.397080 0.698804 -6.418669 -0.9 -0.1 -0.1
H -0.169201 0.583353 -4.318280 0.1 0.1 -0.4
H 1.664514 2.948965 -1.160010 0.0 -0.1 -0.2
H 1.636625 5.355971 -0.646760 -0.1 0.1 0.0
H 2.647008 6.993177 -2.143951 0.4 -0.6 -0.3
H 4.030024 6.124888 -4.112141 -0.4 0.3 0.0
H 3.918270 3.753464 -4.780563 -0.4 0.6 0.8